DFT (ωB97M-V/def2-TZVPD) results for a structure of composition C25H33BrFeN3O5S in a non-equilibrium geometry.

Each line ends with the Löwdin spin population.
Cartesian coordinates (Å):
Fe1 -0.201 -0.523 -0.286  0.013
O1 -1.117 3.178 1.344  0.000
C1 -0.595 2.039 0.965  0.001
O2 -0.357 1.707 -0.183  0.010
C2 -0.162 1.123 2.077  0.001
C3 0.271 1.512 3.336  0.000
C4 1.049 0.619 4.056  -0.001
C5 1.488 -0.562 3.447  0.000
C6 0.992 -0.850 2.196  -0.002
N1 0.069 -0.093 1.601  -0.004
C7 1.650 -1.721 1.117  -0.003
O3 2.187 -2.880 1.385  -0.001
O4 1.716 -1.222 0.003  0.000
H1 -1.262 3.751 0.571  0.000
H2 0.055 2.502 3.710  0.000
H3 1.405 0.883 5.042  0.000
H4 2.239 -1.177 3.925  0.000
H5 2.214 -3.070 2.335  0.000
C8 -4.825 -1.326 -5.900  0.017
C9 -5.053 0.023 -5.194  0.025
C10 -4.505 1.163 -6.070  0.016
C11 -6.554 0.228 -4.998  0.000
C12 -4.292 0.008 -3.883  0.203
C13 -2.876 -0.163 -3.920  0.035
C14 -2.193 -0.206 -2.758  0.098
Br1 -0.322 -0.427 -2.769  0.016
C15 -2.824 -0.087 -1.459  0.131
O5 -2.146 -0.183 -0.397  0.264
C16 -4.261 0.124 -1.425  0.155
C17 -4.915 0.150 -2.642  -0.004
C18 -5.089 0.300 -0.152  0.014
C19 -4.307 0.317 1.166  -0.001
C20 -6.098 -0.862 -0.082  0.009
C21 -5.851 1.635 -0.253  0.008
H6 -5.357 -1.323 -6.853  0.003
H7 -5.206 -2.155 -5.302  0.000
H8 -3.772 -1.511 -6.113  0.000
H9 -5.053 1.182 -7.013  0.003
H10 -3.449 1.035 -6.309  0.000
H11 -4.633 2.132 -5.586  0.000
H12 -7.041 0.223 -5.973  0.000
H13 -6.780 1.186 -4.526  0.000
H14 -7.005 -0.571 -4.405  0.000
H15 -2.366 -0.258 -4.868  0.000
H16 -5.985 0.289 -2.635  -0.003
H17 -3.789 -0.621 1.358  0.000
H18 -5.027 0.479 1.970  0.000
H19 -3.581 1.130 1.202  0.000
H20 -5.585 -1.823 -0.022  0.000
H21 -6.764 -0.884 -0.944  0.000
H22 -6.715 -0.749 0.811  0.001
H23 -5.161 2.478 -0.322  0.000
H24 -6.459 1.769 0.643  0.001
H25 -6.519 1.674 -1.112  0.000
C22 -1.075 -5.571 1.416  0.001
N2 -0.091 -5.201 0.415  -0.003
C23 0.928 -6.161 -0.028  0.000
C24 1.681 -5.400 -1.136  0.000
N3 0.976 -4.119 -1.148  -0.002
C25 -0.021 -4.065 -0.266  -0.004
S1 -1.112 -2.753 -0.098  0.004
H26 -1.554 -6.506 1.124  0.000
H27 -1.825 -4.790 1.490  0.001
H28 -0.594 -5.710 2.385  0.000
H29 0.449 -7.070 -0.391  0.000
H30 1.573 -6.427 0.810  0.000
H31 1.596 -5.892 -2.103  0.000
H32 2.736 -5.264 -0.904  0.000
H33 1.179 -3.353 -1.765  0.000

The charge is +2. The value obtained for the total energy is -156420.798 eV. As for the expectation value of S²: 1.04. The calculation puts the gap between HOMO and LUMO (spin up / spin down) at 0.2652 / 0.2466 hartree. Its spin multiplicity is 2.